# 1
Formula: C19H62F6N22O17
Source: the OMol25 dataset
Level of theory: the ωB97M-V functional and the def2-TZVPD basis

Last column: Mulliken charge in e.
CARTESIAN COORDINATES (ANGSTROEM)
1 O -3.60375 0.16617 2.03328  -0.4135
2 H -4.05723 1.02682 2.06079  0.3638
3 H -3.01824 0.04483 1.22313  0.0662
4 H -4.30576 -0.56566 1.99125  0.4881
5 O -3.77824 -2.58979 -0.76099  -0.3455
6 H -3.07465 -1.87621 -0.74576  0.4923
7 H -4.26058 -2.40465 -1.63089  0.5586
8 H -4.50190 -2.36323 -0.07521  0.5244
9 C -1.08762 0.28746 -0.39340  -0.3129
10 O 0.03203 0.00138 0.43788  0.4965
11 O -1.95634 -0.73679 -0.16380  -0.7043
12 C -1.44073 1.77748 -0.14562  -0.0275
13 F -2.72479 2.11757 -0.44897  0.0438
14 F -1.25165 2.14147 1.11521  -0.2585
15 F -0.76098 2.61764 -0.96579  -0.1083
16 C 1.29356 0.21985 -0.15419  1.7326
17 C 2.26731 -0.78296 0.52132  -0.1066
18 H 3.33473 -0.62928 0.33477  0.1983
19 H 2.33869 -0.54559 1.58723  -0.2856
20 H 2.00722 -1.80189 0.23440  -0.0975
21 H 1.82274 1.12571 0.14921  -1.1036
22 H 1.45352 0.09558 -1.22596  0.2966
23 H -0.81292 0.23759 -1.45405  0.3900
24 C -6.47381 -0.87988 0.43001  0.3696
25 O -5.93206 0.41823 0.82245  -0.1492
26 O -5.55389 -1.67666 1.02025  -1.2530
27 C -7.92174 -0.86616 0.94986  0.6588
28 F -8.77920 -0.29168 0.10623  -0.2804
29 F -8.32369 -2.12829 1.15613  -0.2835
30 F -8.05597 -0.31554 2.17557  -0.2766
31 C -6.05355 1.54525 -0.02693  0.1856
32 C -5.92827 2.84632 0.80209  -1.1638
33 H -6.54825 3.66276 0.43878  0.3949
34 H -6.19361 2.72531 1.85349  0.3341
35 H -4.86990 3.12493 0.76763  0.0860
36 H -7.07173 1.63459 -0.41689  0.3756
37 H -5.27592 1.49069 -0.79057  -0.0548
38 H -6.44981 -0.90787 -0.66927  0.1835
39 C -0.99662 -4.36503 -1.99724  0.4134
40 O -1.36721 -5.11395 -2.89825  -0.7292
41 N -1.21742 -4.54264 -0.67136  -0.1603
42 N -0.29215 -3.23320 -2.31754  0.0925
43 H -1.88340 -5.27899 -0.49998  0.2325
44 H -1.03659 -3.83235 0.01623  0.0940
45 H -0.13947 -3.15271 -3.30534  0.1622
46 H 0.20939 -2.66904 -1.65446  -0.1399
47 C 2.32232 2.10293 -3.39294  0.5389
48 O 2.51884 0.95255 -2.93758  -0.6104
49 N 2.94755 2.48139 -4.53831  -0.4616
50 N 1.58566 3.04338 -2.75194  -0.0891
51 H 2.90121 3.42606 -4.87491  0.1512
52 H 3.66606 1.89332 -4.91322  0.2304
53 H 1.28057 2.81801 -1.82134  -0.2440
54 H 1.63036 3.95412 -3.16489  0.2224
55 C -1.66120 6.38394 0.48603  0.5276
56 O -0.49697 6.49349 0.88925  -0.7339
57 N -2.20922 5.16553 0.22301  -0.1181
58 N -2.34522 7.43271 -0.11306  -0.3640
59 H -3.17700 5.07344 -0.02401  0.1727
60 H -1.76975 4.34554 0.60652  0.0073
61 H -3.22104 7.12854 -0.49536  0.1474
62 H -2.22683 8.40977 0.06262  0.2462
63 C 3.68422 -4.05138 0.57120  0.6701
64 O 3.42465 -3.66457 1.71813  -0.7712
65 N 4.81100 -3.65404 -0.08204  -0.3367
66 N 2.90041 -4.88242 -0.17468  -0.3124
67 H 4.86898 -3.52698 -1.07549  0.1489
68 H 5.53458 -3.43367 0.58158  0.2076
69 H 3.18892 -5.12153 -1.10432  0.1969
70 H 1.95222 -5.07159 0.09969  0.0943
71 C 5.68730 0.46627 -0.56951  0.5334
72 O 4.85192 0.13850 0.27833  -0.6298
73 N 7.01292 0.56798 -0.24663  -0.4728
74 N 5.39726 0.70314 -1.87540  -0.2159
75 H 7.17517 0.39364 0.73043  0.2516
76 H 7.77065 0.79723 -0.85558  0.1416
77 H 4.41995 0.66282 -2.13020  0.0689
78 H 6.03642 0.95925 -2.60007  0.1636
79 C 2.51597 4.24313 0.02220  0.5036
80 O 2.92638 5.10900 -0.78639  -0.7695
81 N 1.31728 4.37996 0.67439  0.0950
82 N 3.23975 3.14241 0.35572  -0.0960
83 H 0.76820 5.20820 0.45862  0.1141
84 H 1.15228 3.66134 1.38458  0.2223
85 H 3.97799 2.75471 -0.20326  0.0589
86 H 2.87331 2.62685 1.13783  0.0523
87 C -4.29290 -0.62759 -3.59327  0.7431
88 O -4.41862 -1.79178 -3.17146  -0.7993
89 N -3.71817 0.35289 -2.85280  0.1105
90 N -4.80194 -0.26077 -4.80074  -0.4366
91 H -3.64033 0.16653 -1.86400  -0.5222
92 H -3.54984 1.27720 -3.19927  0.2232
93 H -5.26884 -1.07042 -5.18291  0.2699
94 H -4.67683 0.64208 -5.20546  0.1623
95 C 0.09810 -4.20957 3.12699  0.4229
96 O -1.04000 -4.52109 3.48058  -0.6922
97 N 0.88802 -4.95025 2.27860  -0.3294
98 N 0.61825 -2.96020 3.33920  -0.0935
99 H 0.52312 -5.77129 1.83755  0.2066
100 H 1.79392 -4.52846 2.07458  0.2796
101 H 0.03657 -2.33517 3.86389  0.0711
102 H 1.56486 -2.70244 3.13058  0.1331
103 C 0.84928 1.92218 3.68884  0.3647
104 O 1.08648 2.83328 2.87890  -0.7135
105 N 0.99773 2.06921 5.03949  -0.2903
106 N 0.43221 0.66294 3.30288  0.0963
107 H 0.80029 1.42591 5.78002  0.1774
108 H 1.44026 2.92182 5.34013  0.2506
109 H 0.27691 0.54172 2.30856  -0.4108
110 H 0.15745 0.01413 4.01253  0.3119
111 C 4.31334 0.03311 4.59639  0.5218
112 O 4.25908 1.23347 4.88178  -0.6352
113 N 3.20968 -0.70440 4.22096  -0.1961
114 N 5.49390 -0.59566 4.27823  -0.4149
115 H 2.31842 -0.23961 4.26045  0.0679
116 H 3.37407 -1.56696 3.74181  0.1544
117 H 6.31255 -0.03921 4.46616  0.2350
118 H 5.58405 -1.59405 4.27367  0.1952
119 C 3.21942 -3.29169 -3.57642  0.5112
120 O 4.37556 -3.73950 -3.56797  -0.7099
121 N 2.86409 -2.17314 -2.88746  0.2681
122 N 2.22752 -3.92738 -4.25036  -0.3051
123 H 3.58341 -1.60514 -2.47432  -0.0525
124 H 1.99309 -1.70460 -3.06528  0.0557
125 H 1.26366 -3.69125 -4.12506  0.0216
126 H 2.45953 -4.76540 -4.74973  0.2263

Calculated values
**Molar mass**: 984.8 g/mol
**LUMO energy**: -0.11 eV

# 2
Formula: C4H8O2
Source: the OMol25 dataset
Level of theory: the ωB97M-V functional and the def2-TZVPD basis

Last column: Mulliken charge in e.
CARTESIAN COORDINATES (ANGSTROEM)
1 C 0.05939 -0.47914 -1.73680  -1.1457
2 C 0.51746 -0.78598 -0.33324  0.8079
3 O 0.99981 -1.86626 -0.04830  -0.6146
4 C 0.41272 0.27747 0.76182  0.2101
5 C -0.92256 1.01532 0.80788  -1.2064
6 O 0.66217 -0.31435 2.00402  -0.5661
7 H -0.89846 -0.98536 -1.90398  0.2840
8 H 0.77467 -0.88886 -2.45383  0.3640
9 H -0.08114 0.58824 -1.91885  0.3169
10 H 1.20602 1.00973 0.51517  0.1749
11 H -1.17965 1.47240 -0.15272  0.3450
12 H -0.86426 1.81350 1.55302  0.3157
13 H -1.72333 0.33253 1.10722  0.3136
14 H 1.03716 -1.18925 1.79860  0.4006

Calculated values
**Molar mass**: 88.1 g/mol
**SMILES string**: CC(=O)[C@@H](C)O
**Energy above the lowest of the compared OMol25 structures with the same formula, charge and spin**: 66.2 kJ/mol
**LUMO energy**: 0.84 eV

# 3
Formula: C7H15N3S
Source: the OMol25 dataset
Level of theory: the ωB97M-V functional and the def2-TZVPD basis

Last column: Mulliken charge in e.
CARTESIAN COORDINATES (ANGSTROEM)
1 C -2.56757 -0.57303 -2.80120  -1.3605
2 C -1.67735 -0.84247 -1.52362  -0.2119
3 C -0.63733 0.34404 -1.54637  -0.8769
4 C 0.52029 0.02237 -0.65333  -0.8237
5 N 0.04643 0.12169 0.73948  0.1060
6 C 0.11445 1.33905 1.56863  -0.7138
7 N 1.51320 1.60882 1.95288  -0.5817
8 C 2.24052 0.59652 2.15953  0.6739
9 S 3.88076 0.79064 2.35292  -0.3523
10 N 1.70651 -0.73981 2.05337  -0.2481
11 C 0.35673 -1.07724 1.51151  -0.6562
12 H -3.13426 0.32295 -2.74793  0.3489
13 H -3.35088 -1.39028 -2.97519  0.3239
14 H -1.95955 -0.63813 -3.64183  0.4185
15 H -1.16998 -1.82341 -1.49868  0.2920
16 H -2.30804 -0.69974 -0.68250  0.2661
17 H -0.28732 0.52683 -2.50981  0.5395
18 H -0.97362 1.26097 -1.13996  0.2802
19 H 1.10843 -0.92787 -0.81716  0.5219
20 H 1.26447 0.88927 -0.84013  0.2527
21 H -0.28785 2.18555 1.11802  0.3910
22 H -0.58895 1.34229 2.37625  0.3309
23 H 3.66191 2.07899 2.05974  0.1673
24 H 2.39518 -1.52258 2.22170  0.1922
25 H 0.43133 -1.95315 0.93696  0.4320
26 H -0.29749 -1.24227 2.32670  0.2883

Calculated values
**Molar mass**: 173.3 g/mol
**SMILES string**: CCCCN1CN=C(S)NC1
**Energy above the lowest of the compared OMol25 structures with the same formula, charge and spin**: 138.9 kJ/mol
**LUMO energy**: 0.80 eV

| no. | E (Ha) | HOMO level (eV) | Kohn-Sham gap (eV) |
| --- | --- | --- | --- |
| 1 | -3844.439509 | -8.596 | 8.49 |
| 2 | -307.687213 | -10.068 | 10.91 |
| 3 | -838.096524 | -8.208 | 9.01 |